Record 1
2 unconnected molecules or ions with the total composition C4H9NO3 in a non-equilibrium geometry, computed with wB97M-V/def2-TZVPD.

The geometry in XYZ format:
```
17
Properties=species:S:1:pos:R:3:forces:R:3
C 1.299 3.987 4.438 0.4722 -0.1818 0.5616
C 0.239 3.564 3.465 -0.3186 0.0538 -0.3173
O -0.217 2.449 3.341 0.2895 0.5801 0.0333
O -0.174 4.612 2.705 -0.6174 -1.0912 -0.3607
H 1.623 3.126 5.046 -0.2312 0.3700 -0.3560
H 0.912 4.769 5.112 0.1448 -0.2398 -0.3839
H 2.175 4.387 3.900 -0.4363 -0.0623 0.1734
H -0.870 4.239 2.097 0.5238 0.5541 0.4590
C -1.057 1.908 -0.501 0.5045 -0.1242 -0.0730
N -2.505 1.833 -0.438 -0.5727 -0.2517 -0.1050
C -3.240 2.853 0.067 0.0379 -0.0201 0.0285
O -2.764 3.893 0.500 -0.1281 -0.4998 -0.0892
H -0.734 2.757 -1.126 -0.1498 -0.3017 0.2570
H -0.666 0.977 -0.943 -0.2171 0.4258 0.2141
H -0.625 2.028 0.507 -0.1866 -0.0476 -0.3548
H -2.995 1.002 -0.777 0.4145 0.6763 0.2881
H -4.337 2.646 0.047 0.4707 0.1603 0.0247
```
Forces are in eV/Å.

## Properties
ΔE to the lowest compared entry with this formula, charge and spin: 26.68 kJ/mol
total charge: 0
orbital gap: 10.85 eV
M: 119.1 g mol⁻¹
SMILES string: CC(=O)O.CNC=O

natural (NBO) population analysis, charges in e, atoms 1 to 2: -0.73 0.79

***

Record 2
C8H10 in the gas phase in a non-equilibrium geometry, computed with wB97M-V/def2-TZVPD.

The geometry in XYZ format:
```
18
Properties=species:S:1:pos:R:3:forces:R:3
C -0.857 2.506 1.817 0.4715 -0.4820 -2.1602
C -0.276 1.204 2.259 -0.6987 0.0501 0.8920
C -0.170 0.278 1.355 0.3144 -0.0591 1.2352
C -0.049 -0.351 0.260 0.3780 -1.3785 -2.2997
C 0.808 -0.669 -0.893 -0.6942 0.6521 1.3890
C 2.123 -0.342 -1.367 2.0995 -0.4662 -0.4558
C -0.332 -1.289 -0.831 -0.2504 0.5387 0.7643
C -1.203 -2.283 -1.447 0.8566 -2.3393 0.0123
H -0.084 3.025 1.160 -1.1768 0.1619 1.3071
H -1.391 2.995 2.580 0.2372 1.4194 1.1290
H -1.678 2.236 1.159 -0.0240 0.1212 -0.5577
H -0.177 1.064 3.338 0.5053 -0.2327 -0.3295
H 2.176 0.702 -1.757 -0.1583 -0.7929 0.0712
H 2.385 -1.111 -2.204 0.2349 1.5380 1.5884
H 2.821 -0.314 -0.423 -0.9429 -0.4841 -1.9969
H -0.687 -3.368 -1.250 -1.8463 2.4179 -0.3316
H -1.131 -2.107 -2.500 0.1952 -0.2100 -0.9172
H -2.279 -2.174 -1.257 0.4990 -0.4545 0.6600
```
Forces are in eV/Å.

## Properties
ΔE to the lowest compared entry with this formula, charge and spin: 509.82 kJ/mol
total charge: 0
orbital gap: 8.39 eV
M: 106.2 g mol⁻¹
SMILES string: CC=C=C1C(C)=C1C

natural (NBO) population analysis, charges in e, atoms 1 to 2: -0.64 -0.26

***

Record 3
4 unconnected molecules or ions with the total composition C3H13O3S, computed with wB97M-V/def2-TZVPD.

The geometry in XYZ format:
```
20
Properties=species:S:1:pos:R:3:forces:R:3
C 1.998 -1.361 -0.041 -0.1824 -0.0164 -0.3891
C 0.921 -0.994 0.970 0.5033 0.7854 -0.0735
C -0.450 -1.643 0.761 0.3478 0.8888 0.0821
S -1.510 -0.942 -0.557 0.4015 0.0990 -0.0077
H 2.185 -2.436 0.034 0.4428 0.0671 -0.0432
H 2.894 -0.744 0.057 0.2208 -0.3733 0.4527
H 1.722 -1.158 -1.077 -0.5353 -0.1024 0.0727
H 1.282 -1.213 1.985 0.0385 -0.3995 -0.0741
H 0.874 0.103 0.997 -0.4652 -0.0036 -0.2289
H -0.961 -1.432 1.699 -0.2613 -0.6712 0.1623
H -0.253 -2.706 0.598 -0.3758 -0.1105 0.2079
H 1.269 0.982 -2.398 0.0090 0.0421 -0.1849
H 1.813 1.841 -1.331 -0.0094 0.1413 -0.2559
O 2.057 1.505 -2.206 0.1264 -0.1641 0.2545
H -0.455 1.451 2.179 0.0608 0.0507 0.1071
H -1.914 1.323 1.928 0.1534 0.0228 0.3441
O -1.296 1.653 2.607 -0.2275 -0.2039 -0.5946
H -0.515 1.033 -0.781 -0.3806 0.0132 -0.0642
H -1.115 2.435 -0.598 -0.0314 -0.0681 0.0215
O -0.319 1.999 -0.916 0.1646 0.0025 0.2112
```
Forces are in eV/Å.

## Properties
ΔE to the lowest compared entry with this formula, charge and spin: 45.44 kJ/mol
total charge: -1
orbital gap: 7.01 eV
M: 129.2 g mol⁻¹

natural (NBO) population analysis, charges in e, atoms 1 to 2: -0.61 -0.40

***

Record 4
A molecular structure, C16H32N3OPSSiTc in a non-equilibrium geometry, computed with wB97M-V/def2-TZVPD.

The geometry in XYZ format:
```
56
Properties=species:S:1:pos:R:3:forces:R:3
Tc 0.188 -0.636 -0.313 -0.0989 3.5835 3.8281
Si 0.271 -2.323 -1.653 0.6450 -3.5098 -2.3174
P 0.597 0.808 -2.116 -0.7219 -0.4329 -0.8731
N -1.568 -0.151 -0.220 0.1337 0.2577 -0.3825
H 2.440 1.101 0.319 -0.0075 0.8508 -3.1013
C 0.789 2.583 -1.781 0.1155 0.1383 0.1263
H 1.107 3.086 -2.709 -0.1187 -0.0724 0.3780
H 1.546 2.712 -1.001 -0.0665 0.1710 -0.1813
H -0.164 3.002 -1.431 0.2526 -0.1365 -0.0921
C 2.006 0.432 -3.190 0.1097 0.2979 -0.1389
H 1.973 1.150 -4.021 0.2508 -0.2567 0.0708
H 1.922 -0.591 -3.573 0.0399 0.2153 0.0917
H 2.939 0.542 -2.626 -0.1309 -0.0792 -0.1463
C -0.802 0.832 -3.303 0.1190 0.1482 -0.1028
H -0.487 1.411 -4.184 -0.2188 -0.1450 0.1518
H -1.679 1.309 -2.841 0.2733 -0.2118 -0.0763
H -1.064 -0.191 -3.604 0.0803 0.3268 0.1061
C 1.797 -3.395 -1.740 0.4084 -0.2806 -0.0355
H 2.186 -3.643 -0.747 -0.0579 0.1415 -0.1480
H 2.599 -2.917 -2.313 -0.0245 -0.0248 0.1235
H 1.536 -4.331 -2.250 0.0372 0.1182 0.0394
H -0.748 -3.202 -1.061 -0.4980 -0.3041 0.1610
H -0.089 -2.127 -3.047 -0.3853 0.1279 -0.8147
C -2.887 -0.195 -0.427 1.6395 0.2254 0.0983
C -5.003 0.769 -0.075 -0.3951 0.3498 0.1625
C -3.657 0.829 0.156 -0.2178 -0.7309 -0.4220
C -3.420 -1.226 -1.239 0.0710 0.5234 0.3603
C -4.774 -1.200 -1.436 -0.1115 -0.4342 -0.2432
C -5.574 -0.224 -0.859 -0.5397 0.0572 -0.0464
H -5.613 1.521 0.372 -0.5993 0.4123 0.1556
H -3.161 1.611 0.734 -0.2528 -0.2012 -0.1741
H -2.747 -1.983 -1.667 -0.4229 0.4445 0.2579
H -5.202 -1.969 -2.050 -0.3811 -0.2147 -0.2137
H -6.649 -0.232 -1.025 0.2152 0.0037 0.0421
C 2.873 0.137 0.441 2.7927 -3.7067 2.4195
O 2.106 -0.964 0.254 -1.1275 -0.0327 -1.0627
C 2.995 0.480 1.957 0.2052 0.6905 0.0006
H 4.063 0.621 2.126 -0.1691 0.0551 0.7760
H 2.496 -0.198 2.656 0.3339 0.1033 -0.3488
H 2.519 1.461 1.885 0.0071 0.1842 1.7677
C 4.329 -0.318 0.048 0.4210 1.1908 -1.5066
H 4.919 0.563 -0.006 0.9258 1.1969 0.1267
H 4.525 -0.739 -0.940 -0.9986 -0.0593 -0.4431
H 4.958 -0.997 0.642 -1.2228 0.0598 0.8888
S 0.029 -1.617 1.930 -0.1383 -0.2873 1.6419
C -0.202 -0.362 3.060 -0.3072 -0.0626 -0.0851
N 0.430 -0.308 4.259 -0.2900 -0.5411 -0.8651
C 0.046 0.833 5.047 -0.0652 0.4882 0.4660
C -1.008 1.532 4.143 0.0905 0.5497 0.8369
N -1.029 0.702 2.981 -0.1864 -0.6163 -1.6917
H 1.119 -0.992 4.519 -0.0600 0.0418 -0.0625
H 0.908 1.486 5.242 -0.2229 -0.1626 0.0018
H -0.390 0.519 6.004 0.1167 0.1471 -0.1604
H -0.707 2.560 3.901 -0.1223 -0.2094 0.0810
H -1.988 1.557 4.641 0.1930 0.0569 -0.1813
H -1.601 0.882 2.136 0.6826 -0.4445 0.7566
```
Forces are in eV/Å.

## Properties
multiplicity: 4
<S²>: 3.79
total charge: 0
orbital gap (alpha / beta): 6.30 / 6.16 eV
M: 471.6 g mol⁻¹

natural (NBO) population analysis, charges in e, atoms 1 to 2: 0.36 0.86

***

Record 5
2 unconnected molecules or ions with the total composition C3H8O2S in a non-equilibrium geometry, computed with wB97M-V/def2-TZVPD.

The geometry in XYZ format:
```
14
Properties=species:S:1:pos:R:3:forces:R:3
C -0.969 0.533 -0.100 -0.7270 0.4914 -0.2531
O -2.112 -0.137 -0.526 -0.1865 -0.9959 -0.8542
C 0.329 -0.198 -0.430 0.0164 0.2603 0.4710
C 1.556 0.521 0.143 -0.0441 -0.7358 0.0350
S 3.137 -0.408 -0.065 -0.0489 0.2110 0.0015
H -0.957 1.528 -0.587 0.1998 0.0834 0.0408
H -1.046 0.742 0.973 0.2603 -0.0934 0.2348
H 0.475 -0.341 -1.501 -0.2147 0.0474 -0.1539
H 0.226 -1.186 0.011 0.2551 -0.2610 0.0577
H 1.356 0.664 1.209 0.1481 0.1399 0.0800
H 1.643 1.507 -0.313 0.0075 0.1645 -0.0564
H -2.937 -0.247 0.123 0.5326 0.8882 0.4562
H -4.679 0.166 0.187 -0.2413 0.1085 -0.0326
O -4.159 -0.026 0.972 0.0425 -0.3085 -0.0269
```
Forces are in eV/Å.

## Properties
ΔE to the lowest compared entry with this formula, charge and spin: 11.54 kJ/mol
total charge: -2
orbital gap: 5.82 eV
M: 108.2 g mol⁻¹

natural (NBO) population analysis, charges in e, atoms 1 to 2: -0.03 -0.84

***

Record 6
A molecular structure, C23H20B4Cl40N2O6 in a non-equilibrium geometry, computed with wB97M-V/def2-TZVPD.

The geometry in XYZ format:
```
95
Properties=species:S:1:pos:R:3:forces:R:3
C 3.921 -0.225 -1.226 -0.5180 0.2914 0.1959
N 2.503 -0.352 -0.737 0.6348 -1.0695 -1.0039
C 2.241 -1.803 -0.545 0.0931 -0.1974 -0.4284
B 1.634 0.173 -1.838 -0.0785 -0.2982 -0.5354
O 1.619 -0.325 -3.153 0.4727 -0.1811 1.8360
B 0.569 1.448 -1.515 0.8883 0.4117 -0.1588
O 0.685 2.590 -2.385 -3.1299 -1.4777 1.0316
B -0.666 2.908 -2.713 0.3515 0.9717 -0.6602
C -1.026 3.049 -4.278 -0.1471 -0.0010 -0.8184
C -0.588 1.793 -5.114 -0.0185 -0.0434 0.5028
O -0.790 0.656 -4.753 0.0159 0.9161 -0.0548
O -1.662 3.095 -1.720 2.1509 -2.2585 0.1605
B -1.506 2.165 -0.636 -0.7383 0.8433 0.6711
C -2.676 2.147 0.463 0.1093 0.9040 -0.2235
C -3.901 1.186 0.126 0.2191 -0.7985 1.2203
C -3.686 0.261 -1.114 0.0900 -0.4362 0.0772
O -3.846 0.580 -2.269 -0.2445 0.3825 1.0371
N -3.299 -1.141 -0.837 -1.0101 0.8909 -1.2200
C -3.482 -1.903 -2.072 1.3759 -1.5630 -1.9027
C -4.778 -2.339 -2.573 1.0816 -0.5640 -1.1694
C -4.889 -3.069 -3.849 2.4384 0.5911 0.2584
C -3.681 -3.368 -4.634 0.7187 1.2988 2.5049
C -2.365 -2.952 -4.101 -1.5638 0.4829 1.0951
C -2.252 -2.225 -2.829 -2.4813 -0.8567 -1.0088
O -0.382 1.323 -0.474 -0.6111 1.5102 -2.0737
H 4.059 0.853 -1.516 0.3117 -1.0316 0.3082
H 4.069 -0.870 -2.144 0.2198 0.5460 0.8192
H 4.633 -0.535 -0.410 -0.6352 0.4044 -0.9142
H 1.142 -2.032 -0.471 0.9899 0.3036 0.1267
H 2.629 -2.369 -1.462 -0.4621 0.5238 1.1364
H 2.778 -2.194 0.367 -0.5580 0.3718 -0.9678
H 2.153 -1.141 -3.192 -0.1865 0.3937 -0.2807
H -0.541 3.952 -4.753 -0.4378 -0.7792 0.5933
H -2.142 3.159 -4.425 1.1781 -0.1225 0.1029
H -0.052 1.953 -6.096 -0.4362 0.2107 0.6527
H -3.093 3.198 0.490 0.5173 -1.0662 -0.0151
H -2.208 1.977 1.476 -0.7431 -0.1925 -1.0715
H -4.852 1.786 0.075 1.0120 -0.6831 -0.5158
H -4.036 0.501 1.014 0.0880 0.6211 -0.9849
H -2.323 -1.181 -0.528 -0.4873 -0.0547 0.1392
H -5.723 -2.125 -2.014 1.1068 -0.1047 -0.4512
H -5.870 -3.392 -4.276 0.8994 0.4287 0.7282
H -3.684 -3.911 -5.605 -0.2993 0.5245 0.9418
H -1.441 -3.177 -4.694 -1.0216 0.2620 0.6921
H -1.264 -1.899 -2.408 -1.0512 -0.3388 -0.6663
C 3.334 -6.056 -0.105 -0.0582 -0.0883 -0.1727
Cl 4.421 -5.577 1.213 -0.0782 0.0638 -0.1569
Cl 3.193 -4.722 -1.264 0.0827 -0.5000 0.2268
Cl 3.989 -7.484 -0.930 -0.1718 0.3448 -0.3389
Cl 1.734 -6.436 0.556 0.1855 0.0608 -0.0851
C -3.157 4.816 3.778 0.0699 -0.0335 -0.0407
Cl -2.492 3.191 4.040 -0.0911 0.1967 0.0534
Cl -1.864 5.903 3.243 0.0924 -0.4590 0.0905
Cl -4.421 4.744 2.537 0.0813 0.0240 0.1380
Cl -3.851 5.423 5.292 0.0673 -0.0465 -0.1643
C -5.884 3.722 -3.162 0.2309 -0.1053 -0.1208
Cl -6.088 5.242 -4.054 -0.0379 -0.1089 0.0844
Cl -4.167 3.454 -2.830 -0.6285 0.4116 0.0609
Cl -6.773 3.814 -1.628 0.0562 0.0013 -0.0960
Cl -6.517 2.379 -4.130 0.0425 0.1431 0.1201
C 6.126 -4.861 -4.571 0.0424 -0.1185 -0.0317
Cl 5.487 -3.333 -3.935 0.0610 -0.1052 -0.0403
Cl 7.870 -4.703 -4.842 -0.1959 0.0106 0.0332
Cl 5.823 -6.159 -3.402 0.0587 0.2292 -0.1881
Cl 5.322 -5.246 -6.103 0.0769 0.0593 0.1748
C 4.035 -10.430 2.061 0.0073 -0.0105 0.0694
Cl 2.421 -10.761 2.714 0.1626 0.0387 -0.0795
Cl 5.264 -11.045 3.179 -0.2016 -0.0735 -0.2224
Cl 4.212 -11.229 0.487 -0.0232 0.0976 0.1275
Cl 4.244 -8.681 1.861 0.0780 -0.5668 0.6470
C -3.725 9.759 1.960 -0.0541 0.0397 0.0214
Cl -2.051 10.344 1.929 -0.1462 -0.0764 -0.0003
Cl -4.789 11.040 2.570 0.2586 -0.2873 -0.1659
Cl -4.224 9.307 0.320 0.0527 0.0340 0.1638
Cl -3.834 8.343 3.020 -0.1884 0.4871 -0.1570
C 7.927 -9.105 6.059 0.0239 0.0620 0.0165
Cl 8.077 -8.084 7.500 0.0043 -0.1610 -0.1843
Cl 9.372 -8.919 5.049 -0.1532 -0.0301 0.0946
Cl 7.764 -10.801 6.550 0.0029 0.1573 -0.0628
Cl 6.495 -8.619 5.135 0.2128 0.0682 0.1845
C -8.234 13.184 2.986 -0.0471 0.0221 -0.0470
Cl -9.841 12.853 3.657 0.1837 0.0318 -0.0621
Cl -6.993 12.592 4.108 -0.2785 0.1844 0.0091
Cl -8.063 12.358 1.427 -0.0171 0.0902 0.1770
Cl -8.037 14.930 2.755 -0.0122 -0.1918 0.0305
C 6.411 -5.689 10.907 -0.0267 0.0197 0.0080
Cl 5.905 -6.055 9.248 0.0232 0.0777 0.2112
Cl 4.994 -5.231 11.870 0.1548 -0.0511 -0.0993
Cl 7.173 -7.121 11.621 -0.0716 0.1412 -0.0878
Cl 7.571 -4.349 10.888 -0.1182 -0.1445 -0.0008
C 2.780 5.427 -0.837 0.0184 -0.0517 -0.0130
Cl 1.132 5.802 -1.375 0.1394 -0.0111 0.0793
Cl 3.944 6.308 -1.842 -0.1326 -0.0960 0.1037
Cl 2.972 5.917 0.856 -0.0377 -0.0489 -0.1760
Cl 3.071 3.685 -0.984 0.1957 0.3028 0.1620
```
Forces are in eV/Å.

## Properties
total charge: 0
orbital gap: 8.41 eV
M: 1881.8 g mol⁻¹

Löwdin population analysis, charges in e, atoms 1 to 2: -0.08 -0.14

***

Question: Which of these has the highest M?
Answer: C23H20B4Cl40N2O6

***

Question: What is the M in the second record?
Answer: 106.2 g mol⁻¹